# 1
DFT (ωB97M-V/def2-TZVPD) results for a molecular structure, C13H27F6HoN11O2Sb at a distorted geometry.

Kohn-Sham gap (spin up / spin down) in eV: 8.2 / 8.2
Relative energy (zero: lowest compared OMol25 entry of this formula, charge and spin) in kcal/mol: 0.00
HOMO level (spin up / spin down) in eV: -8.33 / -8.33
Total charge: 0
Electronic energy in eV: -83048.676
Spin multiplicity: 5

CARTESIAN COORDINATES (ANGSTROEM)
C -2.320 0.122 4.205
H -3.765 3.236 3.590
N -1.896 -1.702 -3.960
C -3.996 -0.231 1.482
C 2.771 -1.302 -3.307
F 2.994 -3.070 -0.048
F 4.134 0.548 -1.309
H -2.625 1.294 -1.654
H -2.517 2.581 -2.898
F 3.627 -3.654 -2.057
N -0.939 -0.601 -2.316
F 4.487 -1.016 0.002
H 1.827 -0.877 1.455
N -1.761 -3.601 0.369
C -4.091 2.531 2.869
N -1.002 0.203 -3.394
H 2.944 -0.255 -3.593
C 2.705 1.585 1.780
N 1.050 -0.238 1.670
H 0.624 1.606 2.454
H -1.504 0.543 4.815
N -1.593 -0.453 -4.353
C 4.228 -0.798 -1.290
H -2.148 -3.582 -2.129
C 2.783 -2.890 -1.354
H -4.800 -0.377 2.192
N -1.509 -2.859 -1.872
H -4.883 1.910 3.263
H 1.772 0.619 3.447
H 1.259 2.970 -0.897
N -0.915 -1.559 0.140
O 1.876 -0.676 -1.143
O -0.824 2.288 -1.731
C -1.460 -1.779 -2.702
Ho 0.176 0.359 -0.584
C 1.489 0.931 2.425
C 2.411 2.708 0.794
H -0.553 1.795 -2.581
H 1.759 3.420 1.308
C -2.284 2.315 -1.856
N -1.064 -1.845 1.430
H -4.418 0.169 0.527
H -2.164 -0.961 4.118
H 2.487 1.977 -1.090
N 1.767 2.230 -0.405
H -4.415 3.085 1.983
C -1.364 -2.684 -0.516
C 2.893 -1.399 -1.802
N -1.547 -3.040 1.560
H 3.478 -1.963 -3.807
F 1.546 -3.363 -1.611
H 3.314 1.937 2.589
H -2.654 3.027 -1.125
H 3.350 3.250 0.646
Sb -2.557 1.134 2.345
H -3.579 -1.195 1.304
F 5.301 -1.128 -1.991
H 3.224 0.774 1.234
H 1.773 -1.562 -3.563
H -3.229 0.328 4.788
H 0.328 -0.817 2.155

# 2
DFT (ωB97M-V/def2-TZVPD) results for a molecular structure, C13H27F6NO17P2S3V at a distorted geometry.

Kohn-Sham gap (spin up / spin down) in eV: 8.4 / 9.6
HOMO level (spin up / spin down) in eV: -8.21 / -9.42
Total charge: 0
Electronic energy in eV: -143293.672
Spin multiplicity: 4

CARTESIAN COORDINATES (ANGSTROEM)
H 1.005 -2.181 -6.757
H 3.815 3.900 3.835
H -4.584 -2.298 1.269
O -4.599 1.547 -1.494
O -0.092 0.795 0.965
O -0.635 -3.710 2.468
C 1.188 0.578 0.990
C 1.686 -1.986 -5.928
H 2.206 -1.048 -6.122
O 1.614 -0.329 0.176
H -4.430 -2.662 2.917
O 2.783 -2.249 -2.993
H -0.349 -5.598 -3.670
C 4.135 5.798 4.857
C 0.003 -2.534 3.076
O -2.724 -2.510 -1.894
S 2.071 5.319 2.993
O -1.250 -4.981 0.296
C -3.836 -2.339 2.062
C 3.121 6.978 4.999
S -3.777 0.928 -0.456
F -3.668 3.561 0.298
O -4.275 0.357 0.687
O 2.205 5.917 1.700
P -1.453 -3.413 1.100
H -0.495 -2.451 4.043
C -0.099 -5.247 -0.549
H -0.251 -5.950 -1.368
H 4.493 5.096 2.818
O -3.039 -3.494 1.604
H 3.051 7.230 6.057
F -4.313 0.443 -3.967
C -0.342 -4.527 -3.877
C -2.838 2.538 0.284
H 0.015 -4.289 -1.056
H 3.475 7.817 4.400
O 1.020 -4.045 -3.433
H 2.454 -2.748 -5.792
H 5.175 6.081 5.019
F -2.575 2.360 1.553
H 1.088 -2.633 3.052
H 2.907 -0.472 -4.010
C 3.774 4.969 3.627
F -1.749 2.864 -0.393
O 0.326 -1.871 -2.190
H -0.334 -4.220 -4.922
H -1.173 -3.930 -3.500
H 2.935 -0.283 -2.371
H 4.413 -0.905 -3.094
C -3.669 -0.686 -3.847
O 0.847 -1.901 -4.791
H 1.412 5.823 5.183
C 3.325 -0.961 -3.130
H 3.947 5.278 5.796
N -2.661 0.126 -1.147
S -3.539 -1.268 -1.904
O 1.337 4.104 3.220
V -0.637 -0.459 -0.834
H 1.011 7.164 4.062
H -3.387 -1.394 2.367
H 0.776 -5.622 -0.018
O 1.977 1.255 1.698
C 1.793 6.488 4.408
F -4.304 -1.642 -4.460
O -4.924 -1.490 -1.499
H 1.392 1.871 2.144
H -0.405 -1.625 2.633
F -2.432 -0.624 -4.293
P 1.197 -2.459 -3.269
O -1.136 -2.148 0.374

# 3
DFT (ωB97M-V/def2-TZVPD) results for 3 unconnected molecules or ions with the total composition C13H27N2O6 at a distorted geometry.

Kohn-Sham gap in eV: 7.6
Relative energy (zero: lowest compared OMol25 entry of this formula, charge and spin) in kcal/mol: 0.00
HOMO level in eV: -4.91
Total charge: -1
Electronic energy in eV: -29185.122

CARTESIAN COORDINATES (ANGSTROEM)
O 0.922 1.264 -0.129
H -0.343 1.232 1.457
C -0.776 2.803 0.138
H 3.897 -0.406 -5.289
O -4.103 -1.120 4.238
H 2.890 1.007 -2.989
H -0.760 3.092 -0.909
H 6.144 -0.640 -3.132
O 2.830 -1.366 -3.785
H -4.765 -2.554 1.540
H -5.314 -2.315 5.338
C -4.776 -2.349 4.389
C 5.490 0.216 -2.944
O 2.697 2.418 0.595
H 0.360 3.334 1.899
H -1.141 0.645 -0.052
H -2.339 -2.049 3.689
H 2.882 -1.770 -5.769
C 3.555 -1.402 -4.994
C -3.708 -2.399 1.322
O -2.518 2.609 1.725
H 6.067 0.968 -2.405
H 4.353 -2.285 -2.731
H -4.076 -3.191 4.414
N 3.335 0.939 -2.077
H 2.908 -1.815 -1.835
H -3.670 0.880 1.855
H -3.606 -2.378 0.237
N -4.091 -0.001 1.549
H 2.570 0.711 -1.445
H -5.508 -2.509 3.593
H 4.605 -0.371 -1.101
C -2.173 3.186 0.655
H -2.357 -0.283 3.713
H -4.933 -0.096 2.111
H -3.149 -3.260 1.697
C -3.192 -1.090 1.917
O -2.821 4.020 -0.031
C 1.524 2.349 0.427
H -2.222 -0.881 1.456
H 5.211 0.652 -3.903
H 4.415 -2.076 -4.927
C 4.266 -0.185 -2.125
C -0.459 1.356 0.388
C 3.607 -1.486 -2.607
C 0.456 3.371 0.813
H 0.756 4.389 0.594
C -2.939 -1.163 3.430

# 4
DFT (ωB97M-V/def2-TZVPD) results for a molecular structure, C13H27O6Se2V at a distorted geometry.

Kohn-Sham gap (spin up / spin down) in eV: 8.2 / 7.7
Relative energy (zero: lowest compared OMol25 entry of this formula, charge and spin) in kcal/mol: 21.88
HOMO level (spin up / spin down) in eV: -10.22 / -9.65
Total charge: +1
Electronic energy in eV: -182577.378
Spin multiplicity: 2

CARTESIAN COORDINATES (ANGSTROEM)
C -2.818 0.826 -2.339
H -1.670 -3.275 -1.402
C -2.591 2.626 -0.031
O 1.206 -0.387 1.583
C 1.363 -1.355 -1.864
H -3.743 -1.049 -2.890
H 2.938 -1.225 0.861
H 0.657 -1.140 -2.662
O 0.559 -1.650 -0.709
C -2.878 -0.684 -2.342
H 3.056 2.369 -1.356
C 2.342 -0.205 -1.695
C 2.565 1.834 -0.536
H -1.962 3.156 0.680
O -2.077 0.321 1.997
H 1.988 0.150 3.421
H 2.908 0.685 2.016
H -2.585 1.197 -3.332
H -3.291 1.997 0.508
H 0.385 -2.880 0.885
V -0.951 -0.354 0.437
C 1.194 -2.411 0.336
H -3.102 3.328 -0.681
H -2.110 -0.848 3.679
Se -1.408 1.513 -1.115
O 0.766 2.288 1.122
H 1.779 2.619 2.905
H 2.194 -2.112 2.194
H -3.412 -3.664 -1.281
H 3.351 1.358 0.060
H 0.228 1.764 2.983
C -2.568 -3.187 -0.796
H 1.926 -2.249 -2.133
H -3.757 1.268 -2.014
C 1.898 0.544 2.405
H 2.688 0.102 -2.688
C 1.768 2.847 0.282
Se -2.969 -1.313 -0.489
H 2.467 3.456 0.865
H -2.405 -3.629 0.183
H 3.222 -0.526 -1.128
H 1.828 -3.186 -0.090
C 1.984 -1.538 1.289
H -1.975 -1.121 -2.766
C -1.829 -0.761 2.625
O -1.241 -1.710 2.047
H 1.237 3.503 -0.403
C 1.153 1.865 2.419
O 1.690 0.844 -1.037

# 5
DFT (ωB97M-V/def2-TZVPD) results for a molecular structure, C13H28AlBr3CaF5NO8PS at a distorted geometry.

Kohn-Sham gap in eV: 1.0
HOMO level in eV: -6.83
Total charge: +1
Electronic energy in eV: -300657.962

CARTESIAN COORDINATES (ANGSTROEM)
C -3.680 2.470 -4.516
C 1.567 -0.949 4.879
C 0.525 -0.608 0.070
C 0.368 -2.117 -0.065
H 0.447 -2.609 0.903
N -1.592 -4.305 1.068
H -0.028 0.051 5.877
H -1.004 -4.834 -1.296
C -3.788 4.581 -6.989
Al 7.305 0.408 7.642
H -3.105 3.391 -4.490
C -0.995 -2.328 -0.735
F -3.511 -1.703 0.096
H 3.866 -0.163 5.664
C 4.230 -2.064 8.271
H -1.671 -2.151 -2.850
F -3.224 -0.257 -0.182
H 1.378 -0.435 0.725
O 0.070 0.217 -3.527
C -3.401 1.663 -5.780
Br 6.044 -1.457 8.831
H 1.152 -2.497 -0.729
H -4.151 3.237 -8.548
Ca 1.449 0.120 -5.247
O 1.658 1.155 6.113
H 4.662 -0.238 4.075
C -0.796 -1.953 -2.231
F -2.941 4.934 -6.004
S -0.447 -0.209 -2.215
O 3.331 0.399 -7.868
H -2.327 1.581 -5.983
H 0.514 0.867 4.404
Br 3.789 -3.701 9.128
C -3.482 3.199 -7.657
O -4.069 2.080 -6.932
H -0.345 -0.223 0.605
H 0.875 -1.570 4.304
H 2.693 1.893 4.457
H 3.034 2.654 6.023
C 0.853 0.321 5.288
C 2.250 2.228 5.397
H -2.495 -4.501 1.480
O 2.683 -0.675 4.033
Br 2.945 -0.691 8.551
P -1.735 -3.966 -0.453
O 0.734 0.048 -1.210
H -4.736 2.729 -4.447
H -3.396 1.891 -3.632
H -3.767 0.645 -5.595
H 1.879 -1.522 5.757
H 4.215 -1.750 4.898
O -2.210 3.054 -7.893
O -1.643 0.441 -1.821
H 3.730 0.983 -8.518
H -3.077 -3.968 -0.870
C 3.914 -0.708 4.713
H 1.507 3.003 5.191
H 0.089 -2.435 -2.657
H -1.654 -1.571 -0.336
F -3.743 5.554 -7.913
H 4.290 -2.254 7.208
F -5.036 4.614 -6.463

# 6
DFT (ωB97M-V/def2-TZVPD) results for a molecular structure, C13H28Br3N3O6V at a distorted geometry.

Kohn-Sham gap (spin up / spin down) in eV: 8.0 / 8.1
Relative energy (zero: lowest compared OMol25 entry of this formula, charge and spin) in kcal/mol: 52.14
HOMO level (spin up / spin down) in eV: -8.00 / -8.06
Total charge: 0
Electronic energy in eV: -266507.081
Spin multiplicity: 2

CARTESIAN COORDINATES (ANGSTROEM)
O 21.041 -20.024 27.655
H 20.330 -21.646 31.392
C 18.878 -17.449 26.693
N 18.418 -21.463 30.506
C 17.259 -21.453 24.638
H 20.953 -26.149 25.755
H 18.034 -22.126 32.503
C 18.156 -24.374 26.765
Br 24.083 -17.273 29.469
H 19.079 -21.604 22.693
N 17.047 -21.930 23.388
Br 21.534 -20.061 24.442
H 17.285 -16.049 26.748
H 16.896 -21.672 29.085
H 17.536 -24.794 25.973
H 17.808 -21.604 21.420
H 18.769 -15.388 27.347
H 18.020 -23.297 26.865
N 19.538 -24.693 26.470
H 14.954 -22.416 23.721
H 15.280 -21.619 22.233
H 17.720 -23.311 31.314
O 20.192 -22.479 26.754
H 15.811 -23.282 22.424
C 19.941 -26.119 26.160
C 17.687 -22.234 31.476
O 18.558 -20.614 28.405
H 23.454 -15.381 27.902
O 18.307 -21.110 25.143
C 19.673 -20.896 30.951
H 18.267 -23.094 22.160
H 22.988 -18.057 26.540
C 18.358 -16.019 26.560
C 18.131 -22.033 22.369
H 21.451 -23.970 26.006
O 20.063 -17.661 26.942
H 19.538 -20.146 31.729
H 16.303 -21.439 25.183
H 19.358 -26.504 25.323
C 23.279 -17.013 26.659
C 23.070 -16.396 28.008
H 16.643 -21.921 31.478
H 22.741 -16.542 25.836
C 15.710 -22.328 22.941
O 18.283 -18.474 26.390
H 20.306 -20.448 30.185
Br 25.147 -16.649 26.129
C 17.905 -21.266 29.257
H 22.012 -16.256 28.227
V 19.837 -20.080 26.607
H 18.615 -15.526 25.623
C 20.464 -23.678 26.396
H 19.735 -26.737 27.034
H 17.821 -25.014 27.581